(1)
CFNNdO5S2 as an isolated structure at a distorted geometry. Source: OMol25; level of theory: the ωB97M-V functional and the def2-TZVPD basis.

Computed properties:
DFT total energy = -52427.613 eV
2S+1 = 5

Each line ends with the Mulliken spin population.
Positions of all 11 atoms, in Å:
Nd  0.535  -1.557  1.393  4.0164
N  0.564  0.783  0.211  -0.0059
S  1.881  0.301  -0.870  0.0005
O  3.050  1.153  -0.476  -0.0015
O  1.998  -1.117  -0.240  -0.0098
S  -0.486  1.772  -0.421  -0.0006
O  -1.887  1.220  -0.140  -0.0004
F  -0.470  3.093  0.664  0.0001
O  -3.701  -1.032  -1.154  0.0009
C  -2.606  -1.044  -0.732  0.0005
O  -1.674  -1.688  -0.359  -0.0003

Forces on the atoms, in the same order (eV/Å):
Nd -0.320 1.248 -1.101
N 0.075 -0.850 0.278
S 1.402 2.301 0.603
O -1.818 -1.676 -0.526
O 0.165 -0.553 0.405
S -2.043 0.003 0.842
O 1.904 0.478 -0.287
F 0.053 -1.293 -0.718
O 1.694 1.926 0.552
C -1.706 -3.325 -0.444
O 0.595 1.742 0.395


(2)
A 2-piece molecular cluster, CFNS overall at a distorted geometry. Source: OMol25; level of theory: the ωB97M-V functional and the def2-TZVPD basis.

Computed properties:
DFT total energy = -16075.358 eV
2S+1 = 3

Each line ends with the Mulliken spin population.
Positions of all 4 atoms, in Å:
C  -0.663  0.131  0.452  -0.1456
N  -1.547  0.864  0.331  0.3938
F  1.683  0.000  -1.318  0.6359
S  0.527  -0.995  0.535  1.1159

Forces on the atoms, in the same order (eV/Å):
C 0.974 -1.001 -0.058
N -0.899 0.846 -0.010
F -0.543 -0.477 0.882
S 0.467 0.632 -0.814


(3)
An isolated molecule of CFOPS at a distorted geometry. Source: OMol25; level of theory: the ωB97M-V functional and the def2-TZVPD basis.

Computed properties:
DFT total energy = -25924.359 eV
SMILES = O=PC(F)=S

Each line ends with the Löwdin charge.
Positions of all 5 atoms, in Å:
C  -0.393  0.334  -0.326  -1.0752
O  1.636  -0.596  1.178  -0.4552
F  -0.019  -0.483  -1.316  -0.1119
P  0.198  -0.712  1.180  0.9048
S  -1.422  1.457  -0.716  0.7375

Forces on the atoms, in the same order (eV/Å):
C -0.470 -0.782 0.258
O 1.809 0.101 0.113
F 0.911 -0.926 -0.923
P -1.804 0.465 -0.025
S -0.446 1.142 0.577


(4)
CH10B2BeCl2 as an isolated structure at a distorted geometry. Source: OMol25; level of theory: the ωB97M-V functional and the def2-TZVPD basis.

Computed properties:
Charge = +1
DFT total energy = -27978.293 eV
2S+1 = 2

Each line ends with the Mulliken spin population.
Positions of all 16 atoms, in Å:
Be  14.076  -17.022  -3.259  -0.0347
B  12.511  -17.707  -5.156  0.3819
H  11.780  -17.968  -5.905  0.1661
H  13.461  -18.117  -5.463  0.2567
H  12.624  -16.637  -5.067  -0.0116
H  12.228  -18.115  -4.198  0.0344
B  15.814  -16.952  -1.467  0.0053
H  16.568  -16.979  -0.696  -0.0016
H  15.588  -15.934  -1.745  0.0009
H  16.201  -17.416  -2.361  0.0010
H  14.894  -17.397  -1.122  -0.0012
C  15.569  -15.337  -7.019  -0.0039
Cl  15.512  -15.608  -5.290  0.1398
Cl  16.473  -16.715  -7.738  0.0372
H  14.560  -15.299  -7.429  0.0110
H  16.084  -14.421  -7.311  0.0189

Forces on the atoms, in the same order (eV/Å):
Be 1.931 -0.091 1.548
B -0.774 3.013 3.205
H -1.884 -1.154 -4.354
H 4.115 -3.641 -2.519
H -0.168 4.388 0.230
H 0.236 -2.077 4.583
B -2.505 0.335 -2.668
H 2.593 -0.274 2.779
H -0.863 4.757 -1.040
H 1.887 -2.479 -4.100
H -4.260 -2.371 1.763
C 0.187 -1.301 -1.550
Cl -0.123 0.284 1.238
Cl -0.558 0.717 0.036
H 0.040 -0.169 0.156
H 0.146 0.062 0.694